Record 1
{
  "formula": "C6H9N3O",
  "method": "ωB97M-V/def2-TZVPD",
  "lumo_ha": [-0.00394, -0.04142],
  "total_charge": 0,
  "multiplicity": 1,
  "symbols": ["C", "C", "C", "C", "C", "C", "N", "N", "N", "O", "H", "H", "H", "H", "H", "H", "H", "H", "H"],
  "positions_angstrom": [[0.40, -0.27, 1.61], [0.58, -1.20, 0.47], [0.49, -0.91, -0.78], [-1.44, 3.44, 0.64], [0.93, -2.66, 0.98], [0.29, -0.67, -2.16], [0.00, 0.91, 1.49], [-0.89, 2.47, 0.04], [-0.25, 1.39, 0.26], [-0.87, -0.01, -2.53], [0.54, -0.62, 2.66], [-2.12, 4.07, 0.02], [-1.34, 3.61, 1.66], [1.41, -2.47, 2.01], [-0.06, -3.29, 0.95], [1.72, -3.06, 0.42], [1.12, -0.07, -2.48], [0.23, -1.63, -2.85], [-0.75, 0.94, -2.42]]
}



Record 2
{
  "formula": "C24H24F32O6S",
  "method": "ωB97M-V/def2-TZVPD",
  "lumo_ha": 0.00579,
  "total_charge": 0,
  "multiplicity": 1,
  "smiles": "FC(F)C(F)(F)COC(F)(F)C(F)F.FC(F)C(F)(F)COC(F)(F)C(F)F.FC(F)C(F)(F)COC(F)(F)C(F)F.FC(F)C(F)(F)COC(F)(F)C(F)F.O=S1(=O)CCCC1",
  "symbols": ["C", "C", "C", "S", "O", "O", "C", "H", "H", "H", "H", "H", "H", "H", "H", "C", "C", "C", "F", "F", "F", "F", "O", "C", "C", "F", "F", "F", "F", "H", "H", "H", "H", "C", "C", "C", "F", "F", "F", "F", "O", "C", "C", "F", "F", "F", "F", "H", "H", "H", "H", "C", "C", "C", "F", "F", "F", "F", "O", "C", "C", "F", "F", "F", "F", "H", "H", "H", "H", "C", "C", "C", "F", "F", "F", "F", "O", "C", "C", "F", "F", "F", "F", "H", "H", "H", "H"],
  "positions_angstrom": [[-0.57, -10.74, -14.26], [-0.79, -12.15, -13.66], [-0.07, -13.17, -14.51], [1.53, -12.39, -14.79], [1.82, -12.67, -16.17], [2.55, -12.57, -13.75], [0.97, -10.69, -14.57], [-0.85, -9.94, -13.58], [-1.17, -10.71, -15.17], [-1.85, -12.29, -13.44], [-0.41, -12.26, -12.64], [-0.43, -13.28, -15.54], [0.22, -14.12, -14.06], [1.36, -10.11, -15.40], [1.58, -10.42, -13.70], [-2.80, -13.55, -18.96], [-4.17, -13.43, -19.63], [-5.26, -14.37, -19.06], [-6.36, -14.36, -19.81], [-4.85, -15.61, -18.72], [-4.63, -12.16, -19.57], [-4.09, -13.76, -20.96], [-1.85, -12.64, -19.41], [-0.60, -13.13, -19.74], [0.36, -11.98, -19.69], [0.55, -11.55, -18.41], [1.59, -12.37, -20.06], [-0.13, -14.14, -18.96], [-0.67, -13.68, -20.98], [-2.55, -14.57, -19.25], [-2.78, -13.53, -17.87], [-5.60, -13.99, -18.09], [0.07, -11.16, -20.35], [0.07, -5.05, -10.86], [0.75, -6.40, -10.75], [0.72, -7.19, -12.08], [1.45, -8.33, -12.00], [-0.55, -7.37, -12.50], [2.03, -6.20, -10.38], [0.24, -7.22, -9.78], [0.08, -4.44, -12.12], [-0.07, -3.05, -12.04], [-0.38, -2.50, -13.41], [-1.61, -2.71, -13.93], [-0.05, -1.21, -13.59], [-1.13, -2.71, -11.29], [1.08, -2.55, -11.52], [0.53, -4.50, -10.04], [-0.93, -5.09, -10.44], [1.34, -6.70, -12.84], [0.30, -3.06, -14.06], [4.51, -9.10, -15.78], [5.39, -8.37, -14.70], [5.51, -9.28, -13.50], [4.30, -9.48, -12.94], [6.03, -10.48, -13.88], [6.66, -8.14, -15.07], [4.73, -7.20, -14.37], [4.22, -8.26, -16.90], [3.03, -8.62, -17.62], [3.08, -7.94, -18.99], [3.70, -8.74, -19.89], [1.89, -7.67, -19.51], [2.82, -9.92, -17.87], [1.99, -8.20, -16.90], [3.58, -9.38, -15.29], [4.93, -10.09, -15.94], [6.16, -8.96, -12.68], [3.65, -7.01, -18.87], [0.66, -11.18, -9.26], [2.13, -11.39, -9.33], [2.66, -10.78, -7.96], [4.00, -10.88, -7.78], [2.35, -9.49, -8.00], [2.60, -12.65, -9.54], [2.64, -10.63, -10.31], [-0.03, -11.79, -8.18], [-1.01, -12.80, -8.42], [-1.64, -13.07, -7.02], [-2.48, -14.10, -7.02], [-0.66, -13.40, -6.06], [-1.96, -12.30, -9.19], [-0.50, -13.82, -9.08], [0.21, -11.49, -10.22], [0.31, -10.15, -9.31], [2.18, -11.34, -7.15], [-2.09, -12.22, -6.51]]
}



Record 3
{
  "formula": "C32H41AsBrCoN4O4S2Si2",
  "method": "ωB97M-V/def2-TZVPD",
  "lumo_ha": [0.06642, 0.05758],
  "total_charge": -1,
  "multiplicity": 2,
  "symbols": ["Co", "O", "C", "C", "C", "C", "C", "C", "C", "O", "N", "N", "C", "C", "Br", "C", "C", "C", "C", "C", "C", "C", "H", "H", "H", "H", "H", "H", "H", "H", "H", "H", "H", "H", "H", "H", "O", "C", "C", "C", "C", "C", "C", "C", "O", "N", "N", "C", "S", "C", "C", "S", "H", "H", "H", "H", "H", "H", "H", "H", "H", "C", "Si", "C", "C", "As", "Si", "C", "C", "C", "H", "H", "H", "H", "H", "H", "H", "H", "H", "H", "H", "H", "H", "H", "H", "H", "H", "H"],
  "positions_angstrom": [[-0.28, 0.98, -0.07], [0.05, -1.31, -3.18], [0.85, -0.70, -4.06], [1.11, -1.28, -5.30], [1.86, -0.61, -6.24], [2.36, 0.65, -5.96], [2.15, 1.22, -4.72], [1.41, 0.55, -3.76], [1.14, 1.15, -2.39], [-0.15, 0.92, -2.01], [2.04, 0.53, -1.40], [1.54, 0.74, -0.11], [2.27, 0.34, 0.93], [1.78, 0.23, 2.22], [-0.12, 0.72, 2.32], [2.51, -0.01, 3.38], [2.04, -0.26, 4.69], [0.76, -0.78, 4.98], [0.28, -0.83, 6.27], [1.07, -0.42, 7.34], [2.39, -0.05, 7.10], [2.87, 0.02, 5.81], [-0.20, -0.56, -2.54], [0.70, -2.26, -5.50], [2.03, -1.07, -7.21], [2.91, 1.19, -6.72], [2.55, 2.20, -4.50], [1.35, 2.24, -2.44], [3.00, 0.87, -1.50], [3.31, 0.09, 0.76], [3.59, 0.07, 3.26], [0.15, -1.16, 4.19], [-0.72, -1.20, 6.45], [0.67, -0.43, 8.35], [3.04, 0.19, 7.93], [3.89, 0.32, 5.64], [-3.55, 5.21, -0.13], [-4.39, 4.16, -0.15], [-5.77, 4.37, -0.15], [-6.66, 3.32, -0.16], [-6.18, 2.02, -0.18], [-4.82, 1.80, -0.19], [-3.91, 2.85, -0.17], [-2.47, 2.51, -0.15], [-2.14, 1.28, -0.12], [-1.61, 3.51, -0.14], [-0.33, 3.10, -0.01], [0.60, 3.95, -0.13], [2.29, 3.51, 0.07], [2.80, 5.23, 0.44], [2.07, 6.14, -0.53], [0.30, 5.67, -0.53], [-4.05, 6.04, -0.13], [-6.14, 5.39, -0.13], [-7.72, 3.51, -0.16], [-6.87, 1.19, -0.19], [-4.43, 0.79, -0.20], [3.88, 5.28, 0.32], [2.53, 5.45, 1.47], [2.45, 6.02, -1.54], [2.13, 7.18, -0.23], [1.55, -5.09, -0.69], [1.51, -3.53, 0.43], [1.13, -4.00, 2.25], [3.36, -2.99, 0.50], [-0.07, -1.92, -0.23], [-1.75, -3.26, -1.14], [-3.23, -2.10, -1.47], [-2.34, -4.56, 0.16], [-1.40, -4.19, -2.79], [2.32, -5.79, -0.42], [1.73, -4.78, -1.72], [0.59, -5.61, -0.66], [1.85, -4.70, 2.68], [0.14, -4.44, 2.34], [1.16, -3.10, 2.85], [3.99, -3.81, 0.81], [3.48, -2.19, 1.22], [3.71, -2.64, -0.47], [-3.64, -1.73, -0.53], [-4.04, -2.57, -2.02], [-2.89, -1.23, -2.03], [-2.61, -4.05, 1.08], [-1.56, -5.27, 0.39], [-3.21, -5.12, -0.17], [-1.37, -3.47, -3.60], [-2.17, -4.93, -3.02], [-0.45, -4.70, -2.76]]
}



Number 1: total energy -473.25914 Eh. Number 2: total energy -4974.19081 Eh. Number 3: total energy -9331.91061 Eh.